ORCA calculation (ωB97M-V/def2-TZVPD) on a 2-piece molecular cluster, C6H11NS overall in a non-equilibrium geometry.

Output
* frontier orbital gap: 8.37 eV
* SMILES: C/C=C(/C)N.C=C=S
* strongest force on any atom: 3.6 eV Å⁻¹
* lowest unoccupied orbital energy: 0.12 eV
* total energy: -688.0514 a.u.
* E_HOMO: -8.253 eV
* molecular weight: 129.228 g/mol

Last column: Mulliken charge in e.
Atoms and positions in Å:
S1 -3.7707 -0.5155 0.3891  -0.35
N1 1.0419 0.7438 -0.6093  -0.49
C1 -2.8650 0.5196 -0.3363  0.35
C2 0.1821 0.9670 1.6574  -1.36
C3 -2.0568 1.2595 -0.9887  -0.51
C4 0.3074 -1.2009 0.5116  -0.29
C5 0.4621 0.1079 0.4699  0.63
C6 0.3340 -2.0057 -0.8480  -1.17
H1 1.8746 1.2108 -0.2558  0.24
H2 0.4378 1.9619 1.3972  0.40
H3 -2.1500 2.2519 -1.1735  0.32
H4 -0.1009 -1.7298 1.3554  0.42
H5 -0.8452 0.9905 2.1513  0.24
H6 -1.0364 0.9094 -1.3680  0.20
H7 0.0782 -3.0665 -0.6827  0.32
H8 -0.4725 -1.5383 -1.4013  0.30
H9 0.8624 0.7319 2.5967  0.30
H10 1.1572 0.1827 -1.3954  0.17
H11 1.3327 -1.9180 -1.3875  0.27